No. 1
{"formula": "C10H34O11", "method": "the ωB97M-V functional and the def2-TZVPD basis", "elements": ["C", "C", "C", "O", "C", "O", "O", "H", "H", "H", "H", "H", "H", "C", "O", "H", "H", "H", "H", "C", "O", "H", "H", "H", "H", "C", "O", "H", "H", "H", "H", "C", "O", "H", "H", "H", "H", "C", "O", "H", "H", "H", "H", "C", "O", "H", "H", "H", "H", "O", "H", "H", "O", "H", "H"], "coordinates": [[-26.377, 19.448, 3.583], [-26.065, 18.063, 4.090], [-25.005, 17.325, 3.218], [-23.859, 17.374, 4.059], [-24.166, 17.806, 5.300], [-23.400, 17.876, 6.200], [-25.461, 18.118, 5.385], [-25.466, 20.034, 3.424], [-26.902, 20.022, 4.351], [-26.960, 19.416, 2.664], [-26.944, 17.429, 4.204], [-24.816, 17.812, 2.267], [-25.399, 16.307, 3.173], [-28.845, 15.805, 7.199], [-27.976, 16.298, 8.193], [-29.844, 15.619, 7.605], [-29.076, 16.593, 6.469], [-28.427, 14.901, 6.770], [-27.068, 16.225, 7.884], [-24.714, 13.257, 1.586], [-24.912, 11.861, 1.527], [-25.073, 13.847, 2.437], [-23.645, 13.408, 1.451], [-25.215, 13.774, 0.754], [-25.854, 11.682, 1.612], [-25.372, 13.942, 5.759], [-25.593, 14.207, 7.163], [-24.285, 13.948, 5.639], [-25.721, 12.962, 5.443], [-25.757, 14.715, 5.091], [-24.780, 14.648, 7.419], [-31.343, 17.903, 0.535], [-31.527, 16.471, 0.463], [-32.123, 18.300, 1.188], [-30.355, 18.091, 0.949], [-31.385, 18.319, -0.472], [-32.062, 16.259, -0.302], [-28.099, 15.612, 1.916], [-27.500, 15.109, 3.095], [-28.512, 16.597, 2.163], [-27.360, 15.718, 1.120], [-28.899, 15.009, 1.472], [-28.201, 14.926, 3.743], [-26.478, 19.077, -0.818], [-27.177, 17.843, -0.935], [-27.028, 19.673, -0.088], [-25.492, 18.908, -0.375], [-26.374, 19.611, -1.760], [-27.205, 17.555, -1.850], [-27.140, 13.534, -1.178], [-27.878, 14.004, -1.581], [-27.051, 13.927, -0.301], [-29.572, 14.240, 4.753], [-29.603, 13.521, 5.396], [-30.372, 14.132, 4.221]], "total_charge": 0, "smiles": "C[C@H]1COC(=O)O1.CO.CO.CO.CO.CO.CO.O.O", "relative_energy_kcal_mol": 0.0, "spin_multiplicity": 1}

No. 2
{"formula": "C10H35Ag2O8", "method": "the ωB97M-V functional and the def2-TZVPD basis", "elements": ["Ag", "Ag", "C", "C", "C", "O", "H", "H", "H", "H", "H", "H", "H", "C", "O", "H", "H", "H", "H", "C", "O", "H", "H", "H", "H", "C", "O", "H", "H", "H", "H", "C", "O", "H", "H", "H", "H", "C", "O", "H", "H", "H", "H", "C", "O", "H", "H", "H", "H", "C", "O", "H", "H", "H", "H"], "coordinates": [[1.679, -2.191, 1.845], [0.589, 0.519, 3.914], [0.104, 0.827, -0.195], [-0.825, 0.292, 0.933], [-1.988, -0.519, 0.366], [0.025, -0.453, 1.797], [-0.560, 1.270, -0.937], [0.449, 0.015, -0.835], [0.949, 1.466, 0.060], [-1.349, 1.116, 1.418], [-1.568, -1.394, -0.131], [-2.482, 0.046, -0.424], [-2.669, -0.903, 1.126], [-4.964, -2.964, -1.036], [-5.292, -4.049, -0.202], [-5.863, -2.389, -1.260], [-4.102, -2.438, -0.627], [-4.571, -3.371, -1.967], [-5.732, -3.634, 0.543], [-1.130, 3.382, 3.770], [-1.121, 1.988, 4.044], [-2.171, 3.694, 3.685], [-0.542, 4.003, 4.446], [-0.665, 3.409, 2.785], [-2.031, 1.809, 4.292], [-0.278, -4.068, 0.275], [0.963, -3.389, -0.056], [-0.887, -4.204, -0.618], [-0.021, -4.988, 0.800], [-0.908, -3.458, 0.922], [1.471, -4.047, -0.537], [2.923, 2.351, 2.016], [1.858, 2.409, 2.905], [2.934, 1.388, 1.506], [2.824, 3.069, 1.202], [3.806, 2.413, 2.652], [1.704, 3.343, 3.068], [-0.285, -0.290, -3.473], [-1.126, -0.643, -4.562], [-0.546, 0.720, -3.157], [-0.330, -1.076, -2.719], [0.738, -0.340, -3.846], [-0.679, -1.310, -5.089], [1.830, 2.840, -2.566], [1.657, 4.267, -2.733], [2.782, 2.448, -2.924], [1.694, 2.834, -1.484], [0.967, 2.408, -3.072], [0.928, 4.543, -2.173], [3.544, -1.083, -0.923], [3.411, -1.017, 0.485], [3.727, -0.186, -1.513], [4.248, -1.861, -1.218], [2.603, -1.342, -1.408], [4.274, -1.264, 0.826]], "s2": 3.76, "total_charge": 4, "e_tot_ev": -35262.614, "spin_multiplicity": 4}

No. 3
{"formula": "C10H35N16O10", "method": "the ωB97M-V functional and the def2-TZVPD basis", "elements": ["C", "C", "O", "O", "H", "H", "H", "C", "O", "N", "N", "H", "H", "H", "H", "C", "O", "N", "N", "H", "H", "H", "H", "C", "O", "N", "N", "H", "H", "H", "H", "C", "O", "N", "N", "H", "H", "H", "H", "C", "O", "N", "N", "H", "H", "H", "H", "C", "O", "N", "N", "H", "H", "H", "H", "C", "O", "N", "N", "H", "H", "H", "H", "C", "O", "N", "N", "H", "H", "H", "H"], "coordinates": [[-1.216, 1.520, 1.762], [-0.008, 0.890, 1.015], [1.100, 1.141, 1.477], [-0.189, 0.233, -0.032], [-1.527, 0.828, 2.529], [-2.099, 1.655, 1.113], [-0.956, 2.472, 2.245], [-3.951, -2.136, 2.779], [-3.419, -2.498, 3.842], [-4.468, -3.197, 2.021], [-4.138, -0.798, 2.530], [-4.147, -3.982, 2.554], [-4.313, -3.166, 1.030], [-3.705, -0.308, 3.355], [-4.074, -0.468, 1.586], [0.635, 4.575, 0.768], [-0.188, 5.453, 0.483], [0.926, 3.629, -0.156], [1.259, 4.275, 1.925], [0.459, 3.696, -1.012], [1.465, 2.841, 0.145], [1.284, 5.025, 2.564], [1.472, 3.315, 2.185], [3.349, -1.167, -1.239], [3.739, -2.186, -1.834], [3.067, 0.011, -1.871], [3.214, -1.191, 0.099], [3.096, 0.942, -1.465], [3.292, 0.045, -2.838], [3.185, -2.154, 0.396], [2.457, -0.710, 0.530], [0.950, 2.152, -4.108], [2.137, 1.838, -4.249], [0.261, 2.756, -5.032], [0.325, 1.819, -2.923], [0.618, 2.787, -5.987], [-0.727, 2.679, -4.970], [0.848, 1.074, -2.508], [-0.672, 1.720, -2.980], [4.858, 2.056, 1.342], [5.700, 2.850, 1.051], [3.708, 2.149, 0.723], [5.145, 0.909, 2.027], [3.552, 3.012, 0.254], [2.920, 1.646, 1.071], [6.084, 0.775, 2.133], [4.623, 0.067, 1.802], [-0.612, -4.271, 2.522], [0.432, -4.679, 2.064], [-1.081, -4.627, 3.765], [-1.239, -3.191, 1.909], [-0.354, -5.025, 4.362], [-1.648, -3.904, 4.208], [-2.213, -3.173, 1.694], [-0.628, -2.884, 1.162], [-1.058, -3.040, -1.369], [-2.208, -2.582, -1.166], [-0.829, -4.359, -1.522], [0.040, -2.323, -1.173], [-1.610, -4.858, -1.975], [0.149, -4.613, -1.767], [0.998, -2.561, -1.382], [-0.141, -1.348, -1.036], [-3.390, 1.032, -2.401], [-4.560, 0.939, -2.837], [-2.574, 0.003, -2.043], [-2.901, 2.252, -2.112], [-2.873, -0.938, -2.169], [-1.714, 0.065, -1.486], [-3.518, 3.017, -2.121], [-2.398, 2.194, -1.258]], "total_charge": -1, "e_tot_ev": -55265.537, "spin_multiplicity": 1}

No. 4
{"formula": "C10H36N14O8", "method": "the ωB97M-V functional and the def2-TZVPD basis", "elements": ["C", "C", "C", "O", "H", "H", "H", "H", "H", "H", "H", "H", "C", "O", "N", "N", "H", "H", "H", "H", "C", "O", "N", "N", "H", "H", "H", "H", "C", "O", "N", "N", "H", "H", "H", "H", "C", "O", "N", "N", "H", "H", "H", "H", "C", "O", "N", "N", "H", "H", "H", "H", "C", "O", "N", "N", "H", "H", "H", "H", "C", "O", "N", "N", "H", "H", "H", "H"], "coordinates": [[-12.778, 4.820, -5.564], [-11.539, 5.361, -4.923], [-10.392, 4.367, -4.760], [-11.219, 6.549, -5.561], [-13.226, 3.985, -5.025], [-12.769, 4.537, -6.617], [-13.502, 5.628, -5.462], [-11.731, 5.890, -3.989], [-10.461, 3.488, -5.400], [-10.395, 4.046, -3.718], [-9.416, 4.748, -5.060], [-11.433, 7.200, -4.888], [-10.204, 8.973, -2.763], [-10.767, 8.960, -3.861], [-10.761, 8.977, -1.556], [-8.906, 8.817, -2.609], [-10.203, 9.461, -0.867], [-11.621, 8.488, -1.353], [-8.379, 8.660, -3.456], [-8.451, 8.807, -1.708], [-10.652, 10.663, -7.543], [-9.753, 11.535, -7.561], [-10.913, 9.929, -6.532], [-11.423, 10.435, -8.571], [-10.309, 9.920, -5.723], [-11.673, 9.264, -6.525], [-12.117, 9.706, -8.490], [-11.331, 11.070, -9.352], [-8.562, 5.184, -0.271], [-8.759, 5.649, 0.855], [-8.046, 5.756, -1.307], [-8.823, 3.959, -0.694], [-7.872, 5.171, -2.111], [-7.612, 6.657, -1.162], [-8.604, 3.544, -1.588], [-9.218, 3.369, 0.024], [-7.132, 6.638, -5.481], [-6.862, 5.508, -5.629], [-8.316, 7.081, -5.367], [-6.320, 7.616, -5.533], [-8.383, 8.087, -5.431], [-9.112, 6.514, -5.622], [-5.336, 7.427, -5.663], [-6.676, 8.532, -5.299], [-15.453, 2.646, -8.080], [-15.473, 2.118, -9.200], [-15.025, 3.813, -7.902], [-15.912, 2.085, -6.993], [-14.864, 4.278, -8.784], [-15.387, 4.311, -7.101], [-15.828, 2.537, -6.094], [-16.629, 1.387, -7.132], [-8.226, 2.375, -8.105], [-8.320, 1.188, -7.841], [-8.339, 2.824, -9.310], [-8.256, 3.346, -7.285], [-8.519, 2.172, -10.060], [-8.620, 3.792, -9.369], [-8.000, 4.247, -7.665], [-8.412, 3.129, -6.311], [-11.482, 6.978, -8.925], [-11.411, 7.217, -10.111], [-12.421, 7.366, -8.143], [-10.547, 6.386, -8.245], [-12.199, 7.124, -7.188], [-13.270, 7.752, -8.531], [-10.815, 6.130, -7.305], [-9.630, 6.278, -8.652]], "s2": 0.75, "total_charge": -1, "e_tot_ev": -48197.108, "spin_multiplicity": 2}

No. 5
{"formula": "C10H36N4O8", "method": "the ωB97M-V functional and the def2-TZVPD basis", "elements": ["N", "C", "N", "O", "H", "H", "H", "H", "N", "C", "N", "O", "H", "H", "H", "H", "C", "C", "C", "O", "H", "H", "H", "H", "H", "H", "H", "H", "C", "O", "H", "H", "H", "H", "C", "O", "H", "H", "H", "H", "C", "O", "H", "H", "H", "H", "C", "O", "H", "H", "H", "H", "C", "O", "H", "H", "H", "H"], "coordinates": [[1.647, -2.086, 4.221], [1.490, -1.204, 3.303], [0.623, -1.615, 2.370], [2.017, -0.137, 3.289], [2.436, -1.930, 4.833], [1.294, -3.026, 4.108], [0.337, -1.012, 1.612], [0.219, -2.525, 2.542], [3.005, 1.534, 1.088], [2.471, 2.648, 1.418], [1.881, 2.623, 2.607], [2.413, 3.542, 0.595], [3.375, 1.537, 0.149], [3.115, 0.774, 1.744], [1.995, 1.769, 3.135], [1.476, 3.478, 2.961], [-4.332, 0.452, -3.237], [-3.119, -0.144, -2.447], [-1.985, -0.488, -3.419], [-2.680, 0.804, -1.509], [-4.696, -0.329, -3.905], [-4.015, 1.309, -3.831], [-5.148, 0.776, -2.592], [-3.419, -1.021, -1.873], [-2.030, 0.286, -4.184], [-2.096, -1.455, -3.910], [-0.997, -0.506, -2.958], [-3.483, 1.116, -1.085], [-1.038, -4.028, 0.185], [-2.005, -3.010, -0.321], [-1.131, -4.920, -0.435], [-0.015, -3.655, 0.246], [-1.279, -4.376, 1.189], [-1.576, -2.201, -0.031], [0.037, 3.151, -2.674], [-1.394, 3.350, -2.596], [0.607, 4.008, -3.034], [0.365, 3.057, -1.639], [0.309, 2.200, -3.132], [-1.741, 2.489, -2.349], [0.739, -0.155, -0.573], [-0.511, -0.734, -0.174], [1.628, -0.674, -0.216], [0.846, 0.010, -1.645], [0.883, 0.843, -0.159], [-1.186, -0.104, -0.436], [4.147, -2.299, 0.984], [5.380, -2.079, 0.335], [3.571, -3.020, 0.402], [4.276, -2.782, 1.953], [3.588, -1.366, 1.053], [5.259, -2.129, -0.616], [-1.661, 2.430, 1.437], [-2.462, 1.352, 2.038], [-0.764, 2.643, 2.019], [-1.296, 2.182, 0.440], [-2.193, 3.374, 1.320], [-3.176, 1.272, 1.401]], "total_charge": 0, "smiles": "NC(N)=O.NC(N)=O.CC(C)O.CO.CO.CO.CO.CO", "relative_energy_kcal_mol": 29.7, "spin_multiplicity": 1}

No. 6
{"formula": "C10H38ClN2O12", "method": "the ωB97M-V functional and the def2-TZVPD basis", "elements": ["Cl", "O", "O", "O", "O", "O", "H", "H", "O", "H", "H", "O", "H", "H", "O", "H", "H", "O", "H", "H", "C", "C", "C", "O", "C", "N", "H", "H", "H", "H", "H", "H", "H", "H", "H", "H", "H", "C", "C", "C", "O", "C", "N", "H", "H", "H", "H", "H", "H", "H", "H", "H", "H", "H", "C", "C", "O", "H", "H", "H", "H", "H", "H"], "coordinates": [[-12.619, 18.348, 20.817], [-13.847, 17.529, 20.710], [-11.721, 17.587, 21.679], [-11.989, 18.649, 19.560], [-12.955, 19.586, 21.463], [-9.320, 16.504, 20.222], [-8.730, 17.256, 20.265], [-10.141, 16.822, 20.598], [-14.955, 21.814, 20.260], [-15.640, 21.700, 20.919], [-14.276, 21.187, 20.509], [-11.913, 19.190, 24.480], [-11.840, 19.032, 23.538], [-12.659, 18.656, 24.755], [-10.741, 21.748, 21.375], [-9.797, 21.600, 21.438], [-11.095, 20.910, 21.077], [-13.514, 22.830, 22.792], [-12.798, 22.196, 22.761], [-13.529, 23.132, 23.701], [-16.206, 20.264, 22.885], [-17.298, 21.253, 23.060], [-17.095, 22.008, 24.398], [-18.107, 23.046, 24.746], [-19.361, 22.415, 25.002], [-17.393, 22.079, 21.950], [-16.207, 19.653, 23.787], [-15.193, 20.667, 22.857], [-16.286, 19.632, 22.001], [-18.221, 20.673, 23.079], [-16.189, 22.612, 24.360], [-16.994, 21.280, 25.203], [-19.805, 21.983, 24.105], [-20.012, 23.267, 25.198], [-19.272, 21.711, 25.829], [-17.278, 22.970, 22.412], [-18.385, 22.240, 21.843], [-8.881, 21.117, 18.440], [-9.496, 20.438, 17.157], [-9.273, 18.952, 16.850], [-7.873, 18.570, 16.981], [-7.801, 17.186, 16.632], [-10.925, 20.834, 17.153], [-9.173, 22.143, 18.661], [-7.804, 21.156, 18.277], [-9.012, 20.499, 19.328], [-8.958, 20.939, 16.353], [-9.520, 18.862, 15.792], [-9.932, 18.383, 17.507], [-8.431, 16.469, 17.157], [-6.786, 16.853, 16.849], [-7.881, 16.982, 15.564], [-11.462, 20.568, 16.340], [-11.396, 20.241, 17.821], [-14.684, 19.494, 17.469], [-15.843, 19.193, 16.546], [-16.395, 20.389, 16.120], [-14.076, 18.596, 17.577], [-15.160, 19.694, 18.429], [-13.966, 20.234, 17.117], [-16.603, 18.524, 16.949], [-15.500, 18.623, 15.683], [-16.942, 20.193, 15.356]], "s2": 0.75, "total_charge": 0, "e_tot_ev": -51045.162, "spin_multiplicity": 2}

No. 7
{"formula": "C10H38O9", "method": "the ωB97M-V functional and the def2-TZVPD basis", "elements": ["O", "H", "H", "O", "H", "H", "O", "H", "H", "O", "H", "H", "C", "C", "O", "H", "H", "H", "H", "H", "H", "C", "C", "O", "H", "H", "H", "H", "H", "H", "C", "C", "O", "H", "H", "H", "H", "H", "H", "C", "C", "O", "H", "H", "H", "H", "H", "H", "C", "C", "O", "H", "H", "H", "H", "H", "H"], "coordinates": [[-0.626, 0.658, -2.716], [-0.436, 1.496, -3.137], [0.032, 0.058, -3.068], [1.211, 2.384, -0.202], [0.581, 1.672, -0.307], [0.759, 3.157, -0.542], [0.159, 0.541, -0.543], [-0.418, 0.185, -1.219], [0.460, -0.226, -0.056], [1.840, -2.140, 0.918], [0.983, -2.520, 0.727], [1.719, -1.199, 0.786], [0.667, 1.342, 2.668], [1.329, 0.037, 2.582], [2.692, 0.259, 2.836], [1.156, 2.097, 2.052], [0.564, 1.577, 3.728], [-0.324, 1.151, 2.257], [1.161, -0.537, 1.670], [0.865, -0.631, 3.308], [3.057, 0.887, 2.209], [-2.744, -0.168, -1.696], [-3.168, -0.856, -0.412], [-2.185, -1.031, 0.509], [-1.956, -0.669, -2.258], [-2.243, 0.749, -1.386], [-3.559, 0.025, -2.394], [-3.682, -1.809, -0.538], [-3.855, -0.184, 0.102], [-2.509, -1.463, 1.303], [-0.799, -3.508, -0.707], [0.025, -2.264, -1.028], [-0.084, -1.374, 0.099], [-1.811, -3.344, -0.335], [-0.204, -4.137, -0.045], [-0.895, -4.115, -1.607], [-0.261, -1.768, -1.955], [1.032, -2.634, -1.222], [-1.005, -1.118, 0.196], [2.777, 0.372, -0.640], [3.403, -0.394, -1.828], [4.697, 0.010, -2.191], [2.373, 1.316, -1.007], [3.531, 0.549, 0.127], [1.928, -0.152, -0.203], [2.699, -0.210, -2.640], [3.457, -1.431, -1.500], [4.762, 0.067, -3.147], [-1.776, 2.798, 2.170], [-1.732, 1.641, 1.131], [-2.640, 2.090, 0.117], [-1.556, 3.774, 1.739], [-1.086, 2.483, 2.953], [-2.744, 3.027, 2.615], [-2.170, 0.772, 1.622], [-0.820, 1.337, 0.618], [-2.629, 1.369, -0.517]], "total_charge": 0, "relative_energy_kcal_mol": 240.3, "spin_multiplicity": 1}